238
Properties=species:S:1:pos:R:3:lowdin_charge:R:1 method="wB97M-V/def2-TZVPD" total_charge=0 homo_lumo_gap_ev=8.779 mol_weight_g_mol=1247.93 lumo_ev=0.48 de_lowest_kcal_mol=135.1
C -4.808 5.043 -4.402 -0.0473
C -4.105 4.122 -5.427 -0.4365
C -3.674 2.752 -4.789 -0.1550
O -2.385 2.974 -4.112 -0.2333
C -1.294 2.747 -5.037 -0.0617
N -4.944 3.871 -6.568 0.0307
H -5.175 5.989 -4.801 0.0742
H -4.259 5.301 -3.496 0.0656
H -5.660 4.484 -4.015 0.0663
H -3.264 4.673 -5.848 0.1327
H -3.742 1.935 -5.508 0.1041
H -4.519 2.518 -4.143 0.1032
H -0.902 1.773 -4.746 0.0758
H -0.496 3.473 -4.880 0.0706
H -1.600 2.780 -6.083 0.0911
H -4.422 3.158 -7.057 0.0609
H -5.722 3.282 -6.305 0.0634
C -6.013 -0.855 -6.431 -0.0489
C -5.685 -1.791 -5.269 -0.4444
C -4.348 -1.386 -4.678 -0.2215
O -3.275 -1.427 -5.622 -0.1593
C -2.075 -1.516 -4.853 -0.0930
N -6.801 -1.830 -4.354 0.0429
H -5.408 -1.142 -7.291 0.0826
H -5.860 0.185 -6.145 0.0720
H -7.029 -0.961 -6.811 0.0733
H -5.546 -2.793 -5.674 0.1380
H -4.265 -2.094 -3.853 0.1021
H -4.309 -0.414 -4.187 0.1153
H -1.973 -0.599 -4.273 0.0614
H -1.227 -1.455 -5.536 0.0908
H -2.022 -2.424 -4.253 0.0805
H -6.659 -2.695 -3.853 0.0817
H -7.619 -1.932 -4.939 0.0812
C -6.229 1.714 -0.374 -0.0671
C -5.762 0.621 -1.386 -0.3728
C -5.805 -0.816 -0.637 -0.0927
O -4.962 -0.695 0.556 -0.2724
C -4.903 -1.835 1.329 -0.1016
N -6.785 0.671 -2.447 0.0342
H -5.549 1.600 0.470 0.0550
H -7.278 1.726 -0.078 0.0786
H -6.056 2.753 -0.655 0.0682
H -4.786 0.949 -1.743 0.1027
H -5.463 -1.628 -1.278 0.1029
H -6.827 -1.032 -0.325 0.1251
H -4.431 -2.540 0.644 0.0718
H -5.850 -2.167 1.755 0.1008
H -4.099 -1.855 2.064 0.0832
H -6.623 1.562 -2.895 0.0575
H -6.718 -0.107 -3.087 0.0083
C -1.138 5.299 -1.644 -0.0349
C -1.604 4.086 -0.764 -0.3911
C -1.695 4.369 0.758 -0.1866
O -0.493 4.930 1.241 -0.1803
C 0.557 4.042 1.456 -0.1176
N -2.897 3.594 -1.289 0.0629
H -0.185 5.666 -1.262 0.0683
H -1.865 6.111 -1.671 0.0752
H -1.073 5.017 -2.695 0.0492
H -0.842 3.321 -0.912 0.0975
H -2.001 3.483 1.314 0.0935
H -2.510 5.038 1.036 0.1238
H 0.376 3.378 2.301 0.0746
H 1.402 4.632 1.811 0.0881
H 0.891 3.615 0.511 0.0710
H -3.204 2.819 -0.718 0.0282
H -2.581 3.204 -2.165 0.0197
C -1.871 -0.118 -1.668 -0.0450
C -1.682 -0.106 -0.154 -0.3654
C -0.273 0.477 0.351 -0.1446
O 0.786 -0.315 -0.151 -0.2108
C 1.045 -1.523 0.585 -0.0693
N -2.795 0.673 0.394 0.0692
H -0.996 -0.548 -2.157 0.0615
H -2.015 0.884 -2.072 0.0694
H -2.776 -0.687 -1.876 0.0544
H -1.720 -1.130 0.216 0.1092
H -0.260 0.448 1.441 0.1001
H -0.227 1.535 0.092 0.0937
H 1.104 -1.340 1.658 0.0755
H 1.905 -2.057 0.180 0.0686
H 0.199 -2.184 0.395 0.0750
H -2.699 0.722 1.398 0.0643
H -3.682 0.215 0.239 0.0064
C 1.835 4.975 -3.639 -0.0679
C 3.000 5.302 -4.539 -0.4704
C 3.474 6.729 -4.377 -0.2191
O 3.838 6.958 -3.034 -0.1995
C 4.257 8.282 -2.671 -0.0775
N 4.059 4.386 -4.368 0.0717
H 0.990 5.641 -3.812 0.0785
H 2.145 5.132 -2.606 0.0734
H 1.576 3.916 -3.652 0.0448
H 2.545 5.260 -5.529 0.1287
H 2.676 7.400 -4.694 0.1210
H 4.241 6.966 -5.115 0.1256
H 3.388 8.913 -2.856 0.0866
H 5.151 8.604 -3.206 0.0833
H 4.524 8.315 -1.614 0.0842
H 4.723 4.889 -3.797 0.0702
H 3.886 3.514 -3.889 0.0453
C 4.198 3.417 -0.164 -0.0500
C 3.638 2.008 -0.130 -0.4149
C 3.860 1.166 -1.487 -0.1164
O 3.408 1.693 -2.810 -0.2015
C 2.024 1.455 -2.955 -0.1256
N 4.314 1.320 0.957 0.0561
H 5.285 3.378 -0.240 0.0812
H 3.911 3.960 0.736 0.0731
H 3.835 3.987 -1.019 0.0674
H 2.579 2.065 0.119 0.1070
H 3.543 0.141 -1.298 0.0902
H 4.938 1.030 -1.566 0.1117
H 1.731 0.427 -2.741 0.0616
H 1.636 1.696 -3.945 0.0836
H 1.539 2.089 -2.214 0.0816
H 5.291 1.409 0.714 0.0748
H 4.118 0.330 0.947 0.0547
C 1.627 -3.901 -4.466 -0.0299
C 2.045 -2.899 -3.387 -0.4785
C 3.069 -1.961 -3.925 -0.1742
O 4.147 -2.767 -4.421 -0.2054
C 5.219 -2.136 -5.029 -0.1291
N 0.913 -2.281 -2.914 0.0719
H 0.903 -4.668 -4.193 0.0672
H 2.444 -4.366 -5.017 0.0762
H 1.113 -3.377 -5.271 0.0780
H 2.420 -3.436 -2.516 0.1318
H 3.357 -1.201 -3.199 0.1018
H 2.724 -1.428 -4.811 0.1346
H 5.582 -1.194 -4.617 0.0884
H 4.964 -1.979 -6.077 0.0859
H 6.049 -2.841 -4.998 0.0852
H 1.006 -1.951 -1.964 0.0493
H 0.149 -2.918 -2.740 0.0475
C 2.824 -6.667 3.481 -0.0629
C 1.651 -7.535 3.056 -0.4616
C 1.811 -8.967 3.571 -0.1896
O 0.764 -9.829 3.062 -0.1927
C 1.138 -11.203 3.257 -0.1085
N 0.452 -6.823 3.376 0.0531
H 3.813 -6.945 3.116 0.0756
H 3.049 -6.683 4.548 0.0837
H 2.744 -5.633 3.147 0.0498
H 1.668 -7.723 1.982 0.1241
H 1.670 -8.978 4.652 0.1252
H 2.792 -9.373 3.324 0.1235
H 2.011 -11.516 2.683 0.0853
H 0.387 -11.913 2.911 0.0817
H 1.179 -11.374 4.333 0.0861
H -0.323 -7.436 3.166 0.0776
H 0.428 -6.656 4.372 0.0848
C 1.077 -5.200 0.167 -0.0435
C -0.424 -5.530 -0.071 -0.4080
C -0.897 -5.474 -1.508 -0.1709
O -1.170 -4.130 -1.920 -0.2179
C -2.504 -3.731 -1.568 -0.0878
N -0.545 -6.885 0.406 0.0377
H 1.686 -5.941 -0.352 0.0833
H 1.319 -5.313 1.224 0.0555
H 1.383 -4.245 -0.260 0.0476
H -0.941 -4.867 0.622 0.1375
H -1.786 -6.080 -1.678 0.1203
H -0.141 -5.829 -2.208 0.1249
H -2.875 -2.865 -2.116 0.0474
H -2.630 -3.468 -0.518 0.0728
H -3.231 -4.484 -1.871 0.0920
H 0.062 -6.876 1.213 0.0022
H -0.123 -7.582 -0.190 0.0803
C -3.938 3.304 3.483 -0.0532
C -3.011 3.592 4.715 -0.3973
C -3.690 4.590 5.769 -0.1684
O -2.745 4.784 6.832 -0.2126
C -3.165 5.625 7.896 -0.1125
N -2.606 2.397 5.389 0.0324
H -4.257 4.088 2.796 0.0680
H -4.884 2.886 3.829 0.0705
H -3.571 2.546 2.791 0.0412
H -2.072 4.083 4.461 0.1214
H -4.631 4.191 6.151 0.1155
H -3.963 5.536 5.302 0.1162
H -3.327 6.655 7.579 0.0822
H -2.453 5.699 8.718 0.0811
H -4.060 5.187 8.338 0.0830
H -2.047 2.581 6.210 0.0632
H -1.968 1.844 4.834 0.0203
C 2.524 1.846 3.966 -0.0610
C 2.930 1.753 5.431 -0.4128
C 3.833 2.911 5.916 -0.1589
O 3.975 2.639 7.337 -0.1931
C 4.798 3.659 7.859 -0.1305
N 1.694 1.469 6.172 0.0341
H 3.416 2.203 3.452 0.0649
H 1.763 2.613 3.819 0.0649
H 2.172 0.892 3.574 0.0696
H 3.379 0.778 5.619 0.1343
H 3.481 3.915 5.676 0.1309
H 4.828 2.803 5.482 0.1204
H 5.710 3.773 7.274 0.0811
H 5.148 3.318 8.833 0.0885
H 4.323 4.637 7.934 0.0893
H 1.177 2.337 6.172 0.0898
H 2.049 1.274 7.097 0.0809
C 5.688 -2.529 -1.115 -0.0300
C 5.787 -3.383 0.200 -0.4253
C 5.141 -2.870 1.439 -0.2119
O 5.717 -1.655 1.907 -0.1762
C 5.146 -1.040 3.032 -0.1170
N 5.337 -4.729 -0.161 0.0397
H 5.891 -1.481 -0.893 0.0657
H 4.656 -2.486 -1.462 0.0559
H 6.311 -2.896 -1.931 0.0783
H 6.851 -3.381 0.435 0.1306
H 5.144 -3.687 2.161 0.1243
H 4.091 -2.728 1.182 0.1067
H 5.563 -1.498 3.929 0.0899
H 4.064 -1.171 3.019 0.0663
H 5.394 0.021 3.064 0.0802
H 5.711 -5.419 0.475 0.0642
H 5.668 -5.061 -1.056 0.0703
C -2.011 -1.336 4.376 -0.0484
C -0.843 -0.811 5.212 -0.4268
C 0.329 -1.769 5.345 -0.1882
O 0.913 -2.034 4.074 -0.2113
C 2.052 -2.901 4.070 -0.0994
N -0.402 0.376 4.546 0.0383
H -1.603 -1.534 3.385 0.0650
H -2.758 -0.555 4.234 0.0722
H -2.366 -2.269 4.814 0.0820
H -1.134 -0.572 6.235 0.1421
H 0.053 -2.712 5.819 0.1211
H 1.160 -1.380 5.933 0.1130
H 2.542 -3.099 3.116 0.0612
H 1.736 -3.885 4.415 0.0715
H 2.873 -2.608 4.725 0.0843
H 0.471 0.717 4.923 0.0073
H -0.166 0.053 3.619 0.0431



16
Properties=species:S:1:pos:R:3:nbo_charge:R:1 method="wB97M-V/def2-TZVPD" total_charge=0 homo_lumo_gap_ev=9.091 mol_weight_g_mol=103.12 lumo_ev=0.92 de_lowest_kcal_mol=86.1
C -2.047 -0.220 -0.704 -0.6320
C -0.597 0.176 -0.370 0.0673
O -0.589 1.448 0.259 -0.7088
C 0.013 -0.938 0.543 -0.1147
C 1.783 0.006 1.167 0.3070
O 1.462 -1.208 0.668 -0.5560
N 2.744 0.536 0.439 -0.8039
H -2.661 -0.250 0.205 0.2168
H -2.093 -1.198 -1.196 0.2138
H -2.503 0.514 -1.384 0.2079
H -0.026 0.199 -1.310 0.1587
H -1.070 2.063 -0.315 0.4652
H -0.423 -0.820 1.542 0.2115
H -0.224 -1.873 0.068 0.1929
H 3.286 0.081 -0.291 0.3770
H 2.944 1.484 0.679 0.3973



7
Properties=species:S:1:pos:R:3:nbo_charge:R:1 method="wB97M-V/def2-TZVPD" total_charge=0 smiles="FC(F)(Br)C=S" homo_lumo_gap_ev=8.083 mol_weight_g_mol=175.00 lumo_ev=-1.69 de_lowest_kcal_mol=13.9
F 0.445 -0.869 -2.669 -0.2916
C 0.643 -0.190 -1.534 0.7303
F 1.849 -0.489 -0.991 -0.3104
Br 0.927 1.907 -2.052 -0.1330
C -0.454 -0.197 -0.600 -0.4758
S -1.791 -0.919 -0.927 0.2285
H -0.409 0.102 0.424 0.2520



58
Properties=species:S:1:pos:R:3:nbo_charge:R:1 method="wB97M-V/def2-TZVPD" total_charge=+1 homo_lumo_gap_ev=7.996 mol_weight_g_mol=442.49 lumo_ev=-3.96 de_lowest_kcal_mol=0.0
N -1.990 -0.424 -0.222 -0.5818
N -1.341 -1.470 0.453 -0.0841
C -0.137 -1.230 0.981 0.1053
C 0.570 -2.225 1.635 -0.1129
C -0.016 -3.472 1.713 -0.3052
S 0.852 -4.746 2.601 2.4290
O -0.091 -5.370 3.454 -0.8754
O 2.052 -4.192 3.104 -0.8793
F 1.198 -5.735 1.471 -0.4539
C -1.259 -3.718 1.156 -0.1708
C -1.925 -2.684 0.521 0.2154
C -3.258 -2.914 -0.119 -0.1333
O -3.077 -2.822 -1.526 -0.2708
O -3.725 -3.916 -2.164 -0.4107
H -1.537 0.456 0.001 0.4166
H -2.945 -0.397 0.116 0.3884
H 0.277 -0.243 0.890 0.2729
H 1.525 -2.032 2.087 0.2767
H -1.719 -4.688 1.215 0.2663
H -3.642 -3.883 0.174 0.2360
H -3.996 -2.169 0.193 0.1918
H -4.661 -3.670 -2.156 0.4594
C 1.526 2.784 4.157 -0.7239
C 1.450 1.745 3.068 0.6929
O 0.653 0.815 3.121 -0.6692
N 2.300 1.873 2.017 -0.6196
C 3.298 2.906 1.799 -0.4183
H 0.791 2.542 4.917 0.2526
H 2.515 2.789 4.616 0.2346
H 1.307 3.775 3.759 0.2339
H 2.205 1.151 1.316 0.4001
H 3.084 3.443 0.872 0.1947
H 4.289 2.454 1.723 0.2006
H 3.303 3.618 2.616 0.2276
C -3.130 1.393 -2.831 -0.7280
C -3.586 2.369 -1.780 0.6819
O -3.173 2.272 -0.625 -0.6860
N -4.454 3.339 -2.130 -0.5961
C -5.038 3.594 -3.436 -0.4132
H -2.437 0.715 -2.346 0.2440
H -3.969 0.822 -3.231 0.2309
H -2.609 1.885 -3.652 0.2365
H -4.710 3.947 -1.367 0.4066
H -4.771 4.596 -3.771 0.2079
H -6.125 3.528 -3.374 0.2065
H -4.684 2.874 -4.165 0.2133
C 3.836 -1.393 -1.811 -0.7228
C 3.178 -0.189 -1.189 0.6927
O 1.990 -0.197 -0.867 -0.6964
N 3.936 0.912 -1.000 -0.6015
C 5.344 1.102 -1.315 -0.4147
H 3.099 -2.186 -1.899 0.2448
H 4.212 -1.155 -2.806 0.2405
H 4.659 -1.745 -1.190 0.2366
H 3.434 1.688 -0.596 0.3950
H 5.895 1.351 -0.407 0.2052
H 5.455 1.921 -2.025 0.2107
H 5.768 0.203 -1.746 0.2202



50
Properties=species:S:1:pos:R:3:lowdin_charge:R:1 method="wB97M-V/def2-TZVPD" total_charge=0 homo_lumo_gap_ev=3.774 mol_weight_g_mol=396.43 lumo_ev=-0.83 de_lowest_kcal_mol=0.0
P 0.158 -1.737 -1.576 0.9044
P 0.352 1.939 -1.283 0.9054
C -0.219 -0.418 -2.805 -0.3523
C 0.596 0.884 -2.811 -0.4011
H -1.305 -0.222 -2.772 0.0809
H -0.035 -0.951 -3.768 0.0926
H 1.673 0.691 -2.957 0.0725
H 0.249 1.505 -3.659 0.0765
C -1.259 2.624 -1.871 -0.2580
H -1.625 3.343 -1.127 0.0423
H -2.029 1.849 -1.993 0.0400
H -1.113 3.130 -2.833 0.0408
C 1.496 3.304 -1.669 -0.2734
H 1.100 3.902 -2.499 0.0372
H 2.477 2.880 -1.928 0.0399
H 1.573 3.910 -0.759 0.0348
C -1.113 -2.968 -1.859 -0.1857
H -1.172 -3.631 -0.988 0.0573
H -0.882 -3.547 -2.761 0.0555
H -2.079 -2.463 -1.999 0.0663
C 1.790 -2.335 -2.049 -0.1957
H 2.530 -1.525 -2.017 0.0558
H 1.767 -2.737 -3.072 0.0544
H 2.104 -3.125 -1.355 0.0591
Sr 2.509 0.215 4.198 1.1182
C -0.251 1.760 1.359 -0.2259
C -1.529 1.681 0.952 -0.1923
C -2.023 0.424 0.323 -0.1986
C -1.979 -0.734 1.382 -0.2642
C -1.033 -1.756 1.018 -0.2678
C 0.192 -1.533 0.250 -0.4893
C 1.122 -0.347 0.714 -0.2361
C 0.657 0.614 1.790 -0.3288
C 0.901 -1.422 5.419 -0.3768
H 0.168 2.723 1.672 0.0938
H -2.199 2.552 0.982 0.1096
H -1.332 0.203 -0.515 0.0417
H -3.029 0.490 -0.133 0.1135
H -1.767 -0.315 2.389 0.1003
H -2.982 -1.189 1.432 0.1012
H -1.195 -2.771 1.428 0.0676
H 0.799 -2.456 0.453 0.1107
H 1.482 0.219 -0.190 0.0389
H 2.048 -0.842 1.080 0.0915
H 0.240 0.075 2.663 0.0611
H 1.569 1.166 2.118 0.0205
H 1.423 -1.662 6.356 -0.0950
H 0.613 -2.368 4.953 -0.0862
H -0.044 -0.909 5.670 -0.0737
Cl 0.605 1.880 4.653 -0.2834



23
Properties=species:S:1:pos:R:3:nbo_charge:R:1 method="wB97M-V/def2-TZVPD" total_charge=+1 homo_lumo_gap_ev=10.434 mol_weight_g_mol=123.18 lumo_ev=-2.84 de_lowest_kcal_mol=37.3
C -0.180 0.210 1.434 -0.2205
C 0.651 0.884 0.349 -0.4231
C -0.012 0.883 -1.099 -0.2654
C -0.557 -0.734 -2.705 -0.0043
N -0.195 -0.479 -1.530 -0.4717
N -0.301 -1.290 1.354 -0.6953
H -1.193 0.631 1.459 0.2279
H 0.147 0.365 2.478 0.2274
H 0.821 1.933 0.578 0.2528
H 1.651 0.432 0.382 0.2175
H -0.940 1.440 -0.968 0.2198
H 0.594 1.473 -1.775 0.2107
H -0.817 -0.153 -3.599 0.1727
H -0.828 -1.767 -2.934 0.1670
H -0.995 -1.528 2.077 0.4321
H -0.642 -1.682 0.463 0.4614
H 0.611 -1.776 1.420 0.4680
H -2.322 2.774 1.012 0.4818
H -1.230 3.644 0.410 0.4882
O -1.362 2.845 0.936 -0.9605
H 2.433 -3.275 0.612 0.4884
H 2.578 -2.377 -0.593 0.5015
O 2.091 -2.454 0.239 -0.9763



12
Properties=species:S:1:pos:R:3:nbo_charge:R:1 method="wB97M-V/def2-TZVPD" total_charge=0 homo_lumo_gap_ev="8.267 / 8.267" mol_weight_g_mol=115.16 lumo_ev="-0.75 / -0.75" de_lowest_kcal_mol=92.0
C -1.118 0.812 0.142 -0.3064
C -1.042 -0.523 0.053 -0.0800
C 0.047 1.657 0.028 0.1343
C 0.160 -1.280 -0.366 -0.6413
N 1.239 1.273 -0.200 -0.6048
O 2.651 -0.769 0.981 -0.8384
S 1.695 -0.256 -0.536 1.1684
H -2.044 1.292 0.413 0.2276
H -1.906 -1.135 0.298 0.2202
H -0.084 2.719 0.215 0.1974
H 0.389 -2.088 0.330 0.2779
H 0.013 -1.702 -1.360 0.2451



50
Properties=species:S:1:pos:R:3:nbo_charge:R:1 method="wB97M-V/def2-TZVPD" total_charge=-1 homo_lumo_gap_ev="7.592 / 4.995" spin_multiplicity=2 s_squared=0.7972 mol_weight_g_mol=694.98 lumo_ev="0.71 / -1.25"
Rb 0.928 1.245 2.801 0.9636
C -0.095 1.941 -3.142 -0.2269
C -0.740 2.549 -1.930 0.4102
C -0.067 2.222 -0.545 0.3797
O -0.627 2.633 0.497 -0.6602
C 1.098 1.393 -0.524 -0.3885
C 1.598 0.850 -1.676 0.3191
C 0.964 1.110 -3.024 0.3763
O 1.301 0.568 -4.153 -0.5044
O 2.787 0.285 -1.442 -0.5670
O -1.898 2.985 -1.999 -0.5420
H -0.543 2.176 -4.096 0.2226
H 1.645 1.375 0.407 0.2117
C -3.554 -0.978 -4.931 -0.6151
C -2.072 -1.181 -4.634 -0.2188
N -1.872 -1.350 -3.183 -0.3078
C -1.265 -2.468 -2.680 -0.0383
C -1.170 -2.291 -1.336 -0.0326
N -1.683 -1.030 -0.963 -0.2793
C -2.026 -0.417 -2.143 0.2433
C -1.685 -0.413 0.378 -0.4284
H -3.626 -0.559 -5.935 0.2253
H -3.947 -0.225 -4.249 0.2165
H -4.117 -1.911 -4.919 0.2201
H -1.473 -0.325 -4.943 0.2314
H -1.610 -1.964 -5.237 0.2292
H -0.993 -3.300 -3.312 0.2450
H -0.697 -2.967 -0.639 0.2767
H -2.461 0.562 -2.277 0.2641
H -2.150 0.573 0.406 0.2524
H -0.680 -0.199 0.742 0.2315
H -2.283 -0.984 1.089 0.2570
N -0.426 -1.289 3.528 -1.1053
S -1.259 -1.800 4.606 2.3965
O -0.640 -2.284 5.825 -0.8778
O -2.608 -2.234 4.300 -0.8962
F -1.638 -0.289 5.143 -0.5579
S -0.264 -2.840 2.921 2.3126
O -1.073 -3.286 1.813 -0.8997
O 0.448 -3.793 3.783 -0.8106
F 0.977 -2.403 1.917 -0.5441
N 3.387 2.333 3.350 -1.1462
S 3.973 2.888 4.570 2.4192
O 4.658 4.181 4.519 -0.9106
O 4.414 2.018 5.616 -0.9097
F 2.561 3.255 5.264 -0.5466
S 4.903 1.621 2.917 2.3307
O 5.128 0.300 3.495 -0.8627
O 6.043 2.465 2.629 -0.8487
F 4.432 1.248 1.395 -0.5093